(1)
The following is a DFT calculation (wB97M-V/def2-TZVPD) of 2 unconnected molecules or ions with the total composition CH3NO4.

Calculated values
Expectation value of S²: 2.006
LUMO level (alpha / beta), eV: 0.5 / -3.0
2S+1: 3
HOMO energy (alpha / beta), eV: -6.875 / -11.653

Each line ends with the Mulliken spin population.
CARTESIAN COORDINATES (ANGSTROEM)
C  1.1413  0.1615  0.2454  0.7226
N  -3.7681  0.0411  0.0611  -0.0046
O  -2.9434  0.8887  0.2426  0.0064
O  -4.9112  0.1220  -0.2118  0.0002
O  0.1645  -0.4291  0.5028  0.9149
O  -3.2660  -1.2311  0.0745  0.0009
H  1.9479  0.4653  0.9732  0.1763
H  -2.2529  -1.2421  0.0958  0.0004
H  1.5193  0.5791  -0.7871  0.1829

=====

(2)
The following is a DFT calculation (wB97M-V/def2-TZVPD) of 7 unconnected molecules or ions with the total composition C33H70Cl4N6.

Calculated values
SMILES: ClC(Cl)(Cl)Cl.c1cc[nH]c1.c1cc[nH]c1.CCN(CC)CC.CCN(CC)CC.CCN(CC)CC.CCN(CC)CC
LUMO level, eV: 0.2
2S+1: 1
HOMO energy, eV: -8.104

Each line ends with the Löwdin charge.
CARTESIAN COORDINATES (ANGSTROEM)
Cl  0.9695  -0.2507  0.0023  0.5775
C  -0.0479  1.1182  -0.5071  -1.9447
Cl  0.1694  1.5880  -2.2302  0.5487
Cl  -1.7736  0.6668  -0.3280  0.5369
Cl  0.2754  2.5548  0.4553  0.5815
C  1.0856  6.7538  -1.2806  -0.1183
C  0.3425  5.5844  -1.1142  -0.1473
C  0.2605  4.9816  -2.3474  -0.1770
N  0.8894  5.7735  -3.2614  0.0063
C  1.4913  6.8248  -2.6101  -0.1286
H  1.4040  7.4319  -0.5026  0.0903
H  -0.0617  5.2392  -0.1741  0.0593
H  -0.2270  4.0672  -2.6517  0.0473
H  1.0339  5.6190  -4.2490  0.1485
H  2.1185  7.5282  -3.1377  0.1021
C  -7.0114  2.1261  0.1835  -0.1378
C  -5.7947  1.5879  0.5223  -0.1174
C  -4.8717  2.5970  0.3657  -0.1431
N  -5.5627  3.7842  0.1482  0.0156
C  -6.8719  3.4688  -0.0643  -0.1397
H  -7.9893  1.6706  0.2335  0.0957
H  -5.5991  0.5449  0.7231  0.0811
H  -3.8030  2.5988  0.5216  0.0687
H  -5.0816  4.6695  0.0784  0.1472
H  -7.5868  4.2143  -0.3795  0.1067
C  -4.3295  -2.1313  -0.2450  -0.0846
C  -4.0577  -2.7772  -1.6372  -0.2132
N  -4.7227  -4.0818  -1.8735  -0.1987
C  -6.1453  -3.9600  -1.7875  -0.2906
C  -6.7558  -3.0226  -2.7958  -0.0883
C  -4.2178  -5.1319  -1.0053  -0.2652
C  -4.5386  -6.5620  -1.5074  -0.0876
H  -4.3538  -2.8426  0.5806  0.0677
H  -5.2415  -1.5374  -0.1842  0.0483
H  -3.5339  -1.4234  -0.0127  0.0128
H  -4.3283  -2.0915  -2.4401  0.1031
H  -2.9756  -2.9066  -1.6590  0.1034
H  -6.5524  -4.9557  -1.9636  0.1069
H  -6.4313  -3.6987  -0.7687  0.1130
H  -7.8434  -2.9669  -2.8418  0.0728
H  -6.5601  -1.9837  -2.5305  0.0610
H  -6.3703  -3.1815  -3.8028  0.0830
H  -4.6220  -5.0302  0.0018  0.1040
H  -3.1291  -5.0779  -1.0079  0.1133
H  -4.2340  -6.6368  -2.5513  0.0770
H  -5.5727  -6.8155  -1.2741  0.0600
H  -3.9878  -7.3203  -0.9508  0.0643
C  5.9120  -5.2971  -2.2020  -0.0841
C  4.9838  -4.9533  -0.9637  -0.1945
N  3.6358  -4.4309  -1.3875  -0.1791
C  2.7628  -3.9624  -0.2923  -0.2534
C  3.1953  -2.6329  0.3641  -0.1257
C  2.8231  -5.4111  -2.0984  -0.2821
C  1.8995  -4.8301  -3.2104  -0.0689
H  6.0860  -4.4699  -2.8901  0.0674
H  5.6696  -6.2078  -2.7498  0.0544
H  6.9142  -5.5217  -1.8372  0.0596
H  4.8115  -5.7892  -0.2857  0.1098
H  5.5479  -4.1535  -0.4841  0.0939
H  1.7241  -3.9303  -0.6212  0.1062
H  2.7858  -4.6541  0.5499  0.1063
H  2.5217  -2.3325  1.1666  0.0525
H  4.2293  -2.6817  0.7056  0.0550
H  3.3707  -1.8541  -0.3781  0.0370
H  2.2718  -6.0393  -1.3987  0.1038
H  3.4857  -6.1533  -2.5434  0.0935
H  2.5521  -4.6367  -4.0618  0.0661
H  1.4633  -3.8715  -2.9294  0.0589
H  1.0458  -5.4368  -3.5121  0.0665
C  -4.1661  1.5124  5.0941  -0.0850
C  -3.4758  2.5238  4.1574  -0.2288
N  -2.0422  2.3919  4.4960  -0.2004
C  -1.4376  1.3145  3.6850  -0.2653
C  -0.0424  1.0117  4.1821  -0.0955
C  -1.3267  3.6604  4.3450  -0.2611
C  -1.5113  4.5937  5.5395  -0.0829
H  -3.9663  0.4787  4.8118  0.0597
H  -5.2432  1.5893  4.9456  0.0624
H  -3.9512  1.6457  6.1544  0.0728
H  -3.6718  2.2607  3.1180  0.0928
H  -3.7999  3.5523  4.3167  0.1064
H  -1.9840  0.3792  3.8065  0.1092
H  -1.4474  1.6050  2.6345  0.0662
H  0.7163  1.6832  3.7802  0.0553
H  -0.0296  1.0706  5.2705  0.0848
H  0.2025  0.0018  3.8529  0.0692
H  -1.7071  4.1248  3.4352  0.1088
H  -0.2643  3.4822  4.1789  0.0970
H  -2.5529  4.9137  5.5681  0.0568
H  -0.8869  5.4871  5.5306  0.0689
H  -1.4244  4.1331  6.5236  0.0727
C  6.8779  2.8752  1.2581  -0.0733
C  7.0161  2.0936  -0.0715  -0.2678
N  5.6829  1.7052  -0.5424  -0.1698
C  5.1018  2.9054  -1.1468  -0.2567
C  3.5535  2.7836  -1.3682  -0.0819
C  5.8758  0.7093  -1.6218  -0.2452
C  6.2013  -0.6735  -1.0379  -0.0724
H  6.6006  2.3028  2.1433  0.0749
H  6.3230  3.8092  1.1698  0.0562
H  7.8834  3.2624  1.4224  0.0630
H  7.6689  2.4743  -0.8570  0.1141
H  7.5816  1.1837  0.1296  0.0927
H  5.6524  3.1320  -2.0598  0.1096
H  5.1567  3.8262  -0.5661  0.0992
H  3.0994  3.7235  -1.6821  0.0588
H  3.0471  2.5617  -0.4288  0.0410
H  3.3449  2.0264  -2.1240  0.0449
H  4.9917  0.6906  -2.2591  0.1017
H  6.6274  1.0426  -2.3374  0.1075
H  5.3886  -0.9838  -0.3812  0.0451
H  6.2975  -1.5095  -1.7308  0.0678
H  7.0944  -0.7145  -0.4143  0.0618

=====

Energy relative to the best compared isomer or geometry (same formula, charge and spin) values (in kJ/mol) by entry order: 39.8; 0.0.
Electronic energy values (in Ha) by entry order: -395.3088; -3468.5078.